{
  "formula": "C4H8O2S",
  "method": "the ωB97M-V functional and the def2-TZVPD basis",
  "s_squared": 2.011,
  "spin_multiplicity": 3,
  "e_homo_ev": [-5.78, -9.42],
  "lumo_energy_ev": [0.8, -2.9],
  "e_above_lowest_ev": 0.926,
  "charge": 0,
  "e_tot_ev": -19202.97397,
  "species": ["C", "C", "C", "C", "O", "O", "S", "H", "H", "H", "H", "H", "H", "H", "H"],
  "positions_angstrom": [[-0.03, 1.37, -1.01], [1.29, -0.80, -1.31], [-1.36, 0.11, 1.77], [0.11, -0.06, -0.74], [-1.04, 2.01, -0.83], [0.87, -1.31, 1.68], [0.42, 0.04, 1.35], [0.90, 1.86, -1.36], [2.18, -0.17, -1.32], [1.07, -1.11, -2.33], [1.48, -1.69, -0.72], [-1.43, 0.21, 2.85], [-1.84, -0.81, 1.46], [-1.80, 0.97, 1.28], [-0.82, -0.61, -0.78]]
}

{
  "formula": "C20H24N2O2",
  "method": "the ωB97M-V functional and the def2-TZVPD basis",
  "e_homo_ev": -8.66,
  "lumo_energy_ev": 0.7,
  "e_above_lowest_ev": 1.445,
  "charge": 0,
  "e_tot_ev": -28205.27117,
  "species": ["O", "C", "C", "C", "C", "C", "C", "C", "C", "C", "C", "C", "C", "C", "C", "N", "C", "C", "N", "C", "C", "O", "C", "C", "H", "H", "H", "H", "H", "H", "H", "H", "H", "H", "H", "H", "H", "H", "H", "H", "H", "H", "H", "H", "H", "H", "H", "H"],
  "positions_angstrom": [[4.06, -0.52, 2.19], [3.13, 0.26, 2.16], [2.05, 0.33, 3.24], [0.71, 0.14, 2.59], [-0.15, 1.21, 2.37], [-1.33, 1.04, 1.68], [-1.68, -0.21, 1.17], [-2.92, -0.38, 0.39], [-4.11, 0.20, 0.82], [-5.27, 0.04, 0.08], [-5.25, -0.69, -1.10], [-4.07, -1.27, -1.53], [-2.91, -1.12, -0.79], [-0.83, -1.29, 1.41], [0.35, -1.11, 2.11], [2.95, 1.16, 1.17], [3.72, 1.11, -0.06], [3.28, -0.02, -1.01], [2.21, 0.36, -1.92], [0.93, 0.53, -1.24], [-0.15, 0.91, -2.26], [-0.28, -0.06, -3.27], [0.95, -0.22, -3.93], [2.06, -0.64, -2.97], [2.11, 1.30, 3.74], [2.25, -0.45, 3.97], [0.11, 2.19, 2.75], [-1.98, 1.88, 1.51], [-4.13, 0.75, 1.74], [-6.19, 0.49, 0.42], [-6.16, -0.81, -1.68], [-4.05, -1.83, -2.45], [-1.99, -1.55, -1.14], [-1.10, -2.27, 1.04], [1.01, -1.95, 2.28], [2.10, 1.70, 1.18], [3.64, 2.07, -0.57], [4.75, 0.92, 0.23], [3.02, -0.91, -0.41], [4.14, -0.28, -1.63], [1.01, 1.34, -0.52], [0.63, -0.39, -0.71], [-1.12, 0.98, -1.76], [0.10, 1.88, -2.70], [0.80, -0.98, -4.70], [1.24, 0.73, -4.41], [3.00, -0.73, -3.51], [1.80, -1.63, -2.54]]
}

{
  "formula": "C19H35Cl10NO7",
  "method": "the ωB97M-V functional and the def2-TZVPD basis",
  "e_homo_ev": -9.22,
  "lumo_energy_ev": -0.1,
  "charge": 0,
  "e_tot_ev": -161319.08949,
  "species": ["O", "C", "O", "C", "C", "O", "H", "H", "H", "H", "O", "C", "O", "C", "C", "O", "H", "H", "H", "H", "C", "N", "C", "C", "O", "H", "H", "H", "H", "H", "H", "H", "Cl", "C", "C", "Cl", "H", "H", "H", "H", "Cl", "C", "C", "Cl", "H", "H", "H", "H", "Cl", "C", "C", "Cl", "H", "H", "H", "H", "Cl", "C", "C", "Cl", "H", "H", "H", "H", "Cl", "C", "C", "Cl", "H", "H", "H", "H"],
  "positions_angstrom": [[-3.44, 21.19, 1.13], [-2.33, 21.14, 0.69], [-1.95, 20.26, -0.25], [-0.60, 20.50, -0.62], [-0.08, 21.28, 0.56], [-1.28, 21.90, 1.08], [-0.15, 19.52, -0.71], [-0.50, 21.05, -1.56], [0.69, 21.97, 0.22], [0.29, 20.57, 1.29], [-5.85, 18.52, 0.60], [-5.55, 19.09, -0.39], [-4.50, 18.76, -1.20], [-4.63, 19.55, -2.37], [-5.32, 20.82, -1.88], [-6.06, 20.30, -0.76], [-3.61, 19.76, -2.72], [-5.15, 19.06, -3.19], [-6.00, 21.16, -2.65], [-4.64, 21.60, -1.54], [-9.74, 16.15, 4.57], [-8.36, 16.62, 4.70], [-7.38, 15.72, 4.93], [-5.95, 16.23, 4.78], [-7.61, 14.53, 5.14], [-10.39, 16.98, 4.30], [-10.04, 15.81, 5.56], [-9.83, 15.37, 3.82], [-8.08, 17.55, 4.45], [-5.47, 16.18, 5.76], [-5.98, 17.29, 4.51], [-5.38, 15.68, 4.04], [-3.06, 14.12, 9.06], [-3.48, 14.74, 7.43], [-2.59, 14.08, 6.39], [-3.13, 12.41, 6.05], [-3.33, 15.81, 7.42], [-4.51, 14.47, 7.21], [-1.57, 14.01, 6.77], [-2.55, 14.63, 5.45], [-1.33, 11.90, 2.00], [-2.51, 11.95, 0.66], [-2.12, 12.93, -0.43], [-0.45, 12.69, -1.04], [-3.44, 12.28, 1.12], [-2.55, 10.93, 0.29], [-2.13, 13.95, -0.05], [-2.78, 12.89, -1.28], [3.78, 19.20, 5.44], [3.97, 18.37, 3.89], [2.78, 17.48, 3.55], [1.26, 18.42, 3.53], [4.87, 17.75, 3.87], [4.07, 19.07, 3.07], [2.64, 16.67, 4.27], [2.93, 17.06, 2.56], [3.34, 15.01, -1.53], [1.95, 15.35, -0.48], [0.91, 16.20, -1.18], [-0.55, 16.27, -0.17], [2.33, 15.84, 0.42], [1.57, 14.40, -0.12], [0.62, 15.80, -2.15], [1.25, 17.21, -1.40], [-3.39, 18.42, 3.98], [-2.56, 17.96, 2.46], [-3.23, 16.74, 1.85], [-2.69, 15.33, 2.80], [-1.52, 17.79, 2.73], [-2.61, 18.79, 1.76], [-2.90, 16.62, 0.82], [-4.31, 16.75, 1.90]]
}

{
  "formula": "C5H10O2",
  "method": "the ωB97M-V functional and the def2-TZVPD basis",
  "e_homo_ev": -9.81,
  "lumo_energy_ev": 0.9,
  "e_above_lowest_ev": 2.936,
  "charge": 0,
  "e_tot_ev": -9440.10692,
  "species": ["C", "C", "O", "C", "C", "C", "O", "H", "H", "H", "H", "H", "H", "H", "H", "H", "H"],
  "positions_angstrom": [[-2.08, -0.47, 0.63], [-1.28, 0.18, -0.48], [-1.16, 1.57, -0.27], [0.23, -0.42, -0.49], [1.57, 0.42, -0.67], [1.94, -0.14, 0.71], [0.69, -0.84, 0.81], [-3.11, -0.08, 0.69], [-2.13, -1.54, 0.45], [-1.58, -0.28, 1.58], [-1.73, 0.01, -1.47], [-0.21, 1.47, -0.30], [0.20, -1.25, -1.20], [2.23, 0.08, -1.48], [1.53, 1.51, -0.73], [2.08, 0.60, 1.51], [2.81, -0.82, 0.73]]
}

{
  "formula": "C4H13NO2",
  "method": "the ωB97M-V functional and the def2-TZVPD basis",
  "e_homo_ev": -9.17,
  "lumo_energy_ev": 0.6,
  "e_above_lowest_ev": 0.905,
  "charge": 0,
  "e_tot_ev": -9943.29176,
  "species": ["C", "C", "C", "O", "C", "N", "H", "H", "H", "H", "H", "H", "H", "H", "H", "H", "H", "O", "H", "H"],
  "positions_angstrom": [[1.05, 1.75, 1.79], [-0.10, 0.86, 1.40], [-0.05, 0.18, 0.05], [-1.16, -0.67, -0.22], [1.28, -0.60, -0.23], [1.32, -1.90, 0.49], [1.89, 1.16, 2.22], [0.71, 2.42, 2.57], [1.37, 2.30, 0.89], [-0.98, 1.53, 1.34], [-0.26, 0.18, 2.22], [-0.12, 0.94, -0.76], [-1.83, -0.52, 0.49], [1.40, -0.70, -1.31], [2.15, -0.10, 0.23], [1.20, -1.88, 1.53], [0.47, -2.40, 0.24], [-1.85, 0.31, -3.02], [-2.14, 0.72, -2.16], [-2.10, -0.60, -2.96]]
}

{
  "formula": "C3H5LiO3Tl",
  "method": "the ωB97M-V functional and the def2-TZVPD basis",
  "e_homo_ev": -13.66,
  "lumo_energy_ev": -4.3,
  "e_above_lowest_ev": 0.000,
  "charge": 1,
  "e_tot_ev": -14226.95432,
  "species": ["O", "C", "C", "O", "O", "C", "H", "H", "H", "H", "H", "Li", "Tl"],
  "positions_angstrom": [[0.94, -0.21, -0.35], [2.21, -0.12, 0.06], [0.31, 0.93, -0.99], [2.86, -1.13, 0.16], [-1.68, 0.00, -0.08], [-1.14, 0.54, -1.25], [0.85, 1.17, -1.91], [0.33, 1.78, -0.30], [-1.18, -0.15, -2.11], [-1.67, 1.45, -1.57], [2.54, 0.88, 0.40], [-0.53, -1.25, 0.61], [-3.43, 0.33, 0.66]]
}